(1)
C7H6BrO3S | ωB97M-V with the def2-TZVPD basis set

Geometry as ORCA input:
```
! wB97M-V def2-TZVPD RIJCOSX def2/J DEFGRID3
* xyz -1 1
O -0.43 2.43 -0.63
C 0.61 2.02 -0.03
O 1.80 2.18 -0.35
C 0.21 1.25 1.31
O -1.19 1.29 1.53
C 0.58 -0.44 1.25
Br 2.43 -0.77 0.73
C -0.32 -1.04 0.24
C -0.45 -0.99 -1.20
C -1.62 -1.52 -1.59
S -2.55 -2.22 -0.29
C -1.32 -1.76 0.78
H 0.73 1.60 2.24
H -1.63 1.75 0.88
H 0.46 -0.96 2.28
H 0.31 -0.65 -1.89
H -2.02 -1.48 -2.54
H -1.39 -2.15 1.75
*
```

Its largest force on an atom is 4.58 eV/Å. As for the energy above the lowest of the compared OMol25 structures with the same formula, charge and spin: 0.000 eV. For the frontier orbital gap, the calculation gives 7.5 eV. The value obtained for the lowest unoccupied orbital energy is 2.81 eV. The structure (SMILES) is O=C([O-])[C@@H](O)[C@H](Br)c1ccsc1. The value obtained for the total energy is -3468.3031 a.u.


(2)
C7H15ClNOP | ωB97M-V with the def2-TZVPD basis set

Geometry as ORCA input:
```
! wB97M-V def2-TZVPD RIJCOSX def2/J DEFGRID3
* xyz 0 1
C -1.36 -1.08 1.59
C -0.82 -1.13 0.15
C -0.51 -2.59 -0.12
N 0.33 -0.27 -0.13
C 0.13 1.10 -0.58
C -0.62 2.06 0.30
C -0.32 1.13 -2.06
P 1.94 -0.75 0.12
Cl 2.96 -0.28 -1.62
C 2.68 0.94 1.15
O 3.85 1.11 1.10
H -0.44 -1.08 2.04
H -1.77 -0.12 1.66
H -2.06 -1.91 1.90
H -1.54 -0.86 -0.53
H 0.11 -3.07 0.62
H -0.21 -2.99 -1.07
H -1.44 -3.18 0.03
H 1.06 1.49 -0.64
H -0.23 2.21 1.35
H -0.77 2.88 -0.24
H -1.67 1.50 0.51
H 0.37 0.34 -2.55
H -0.14 2.11 -2.43
H -1.32 0.81 -2.16
H 1.81 1.63 1.62
*
```

Its largest force on an atom is 7.10 eV/Å. As for the energy above the lowest of the compared OMol25 structures with the same formula, charge and spin: 3.567 eV. For the frontier orbital gap, the calculation gives 8.9 eV. The value obtained for the lowest unoccupied orbital energy is 0.45 eV. The structure (SMILES) is CC(C)N(C(C)C)P(Cl)C=O. The value obtained for the total energy is -1207.1926 a.u.


(3)
C32H19Cl4CoN5O2 | ωB97M-V with the def2-TZVPD basis set

Geometry as ORCA input:
```
! wB97M-V def2-TZVPD RIJCOSX def2/J DEFGRID3
* xyz 1 5
Co 0.19 -0.42 -0.35
Cl 2.95 -5.92 3.29
C 2.15 -4.48 2.75
C 0.90 -4.14 3.29
C 0.24 -3.01 2.88
C 0.78 -2.15 1.89
O 0.10 -1.13 1.48
C 2.06 -2.50 1.36
C 2.73 -1.73 0.36
N 2.27 -0.66 -0.20
C 3.01 0.01 -1.19
C 4.37 -0.04 -1.35
C 5.01 0.68 -2.38
C 4.30 1.45 -3.24
C 2.89 1.55 -3.10
C 2.08 2.35 -3.94
C 0.74 2.42 -3.72
C 0.19 1.68 -2.66
N 0.90 0.92 -1.86
C 2.25 0.84 -2.07
C 2.72 -3.67 1.81
H 0.45 -4.79 4.04
H -0.73 -2.75 3.28
H 3.69 -2.13 0.03
H 4.98 -0.61 -0.65
H 6.09 0.61 -2.48
H 4.79 2.00 -4.04
H 2.55 2.91 -4.74
H 0.10 3.02 -4.34
H -0.88 1.73 -2.46
H 3.69 -3.93 1.40
Cl -0.46 -7.50 0.82
C -0.42 -5.93 0.17
C -1.48 -5.06 0.45
C -1.45 -3.78 -0.04
Cl -2.72 -2.70 0.30
C -0.34 -3.32 -0.86
O -0.24 -2.14 -1.26
C 0.69 -4.30 -1.16
Cl 1.99 -3.80 -2.16
C 0.66 -5.56 -0.65
H -2.31 -5.38 1.07
H 1.45 -6.26 -0.86
N -4.43 8.45 3.29
C -4.14 7.44 2.81
C -3.78 6.18 2.22
C -4.76 5.30 1.79
C -4.41 4.09 1.21
C -3.07 3.78 1.05
C -2.08 4.65 1.48
C -2.43 5.85 2.06
N -2.72 2.53 0.44
C -3.43 1.87 -0.54
C -2.70 0.77 -0.85
N -1.55 0.74 -0.08
C -1.59 1.82 0.67
H -5.81 5.56 1.92
H -5.18 3.39 0.92
H -1.03 4.41 1.33
H -1.67 6.54 2.40
H -4.36 2.23 -0.92
H -2.92 -0.02 -1.56
H -0.87 2.06 1.44
*
```

Its largest force on an atom is 0.96 eV/Å. As for the energy above the lowest of the compared OMol25 structures with the same formula, charge and spin: 0.134 eV. For the frontier orbital gap (spin up / spin down), the calculation gives 7.1 / 4.9 eV. The value obtained for the lowest unoccupied orbital energy (spin up / spin down) is -3.19 / -5.49 eV. The value obtained for the total energy is -4878.5013 a.u.


(4)
C6H11N3 | ωB97M-V with the def2-TZVPD basis set

Geometry as ORCA input:
```
! wB97M-V def2-TZVPD RIJCOSX def2/J DEFGRID3
* xyz 0 1
C -0.20 -1.26 1.08
C -0.45 -0.08 0.07
C -1.36 -0.52 -1.10
C -0.08 -0.65 -1.97
C 0.58 0.35 -0.95
N 1.83 0.38 -0.25
C 1.73 1.02 0.89
N 0.60 1.53 1.39
N -0.76 1.11 0.89
H 0.23 -2.14 0.60
H 0.31 -1.08 2.06
H -1.21 -1.65 1.36
H -2.00 -1.43 -0.85
H -2.00 0.29 -1.52
H -0.05 -0.45 -3.03
H 0.34 -1.61 -1.67
H 0.46 1.40 -1.24
H 2.58 1.11 1.56
H 0.51 1.77 2.36
H -1.08 1.92 0.32
*
```

Its largest force on an atom is 3.37 eV/Å. As for the energy above the lowest of the compared OMol25 structures with the same formula, charge and spin: 3.154 eV. For the frontier orbital gap, the calculation gives 9.5 eV. The value obtained for the lowest unoccupied orbital energy is 1.00 eV. The structure (SMILES) is C[C@]12CC[C@@H]1N=CNN2. The value obtained for the total energy is -399.3793 a.u.


(5)
C5H5NS2 | ωB97M-V with the def2-TZVPD basis set

Geometry as ORCA input:
```
! wB97M-V def2-TZVPD RIJCOSX def2/J DEFGRID3
* xyz 0 3
C -0.23 -1.36 0.73
C -1.66 -1.21 0.64
C 0.68 -0.38 0.21
C -2.28 -0.14 0.15
C 1.63 1.52 -0.71
N 0.87 0.83 0.26
S 0.88 -1.71 -0.90
S -2.92 1.16 -0.41
H -0.05 -2.03 1.55
H -2.38 -1.88 1.24
H 2.45 2.18 -0.17
H 2.00 0.88 -1.40
H 1.01 2.14 -1.19
*
```

Its largest force on an atom is 5.33 eV/Å. As for the energy above the lowest of the compared OMol25 structures with the same formula, charge and spin: 1.110 eV. For the frontier orbital gap (spin up / spin down), the calculation gives 6.5 / 6.7 eV. The value obtained for the lowest unoccupied orbital energy (spin up / spin down) is 0.06 / -2.69 eV. The value obtained for the total energy is -1044.4509 a.u.


(6)
C40H44F9N5O5PS2Y | ωB97M-V with the def2-TZVPD basis set

Geometry as ORCA input:
```
! wB97M-V def2-TZVPD RIJCOSX def2/J DEFGRID3
* xyz 2 1
Y 0.80 -1.27 0.57
C 1.48 -0.14 3.96
O 0.58 -0.94 3.16
C 0.19 -2.12 3.87
C 0.89 -3.29 3.24
O 0.50 -3.37 1.85
C -0.63 -4.24 1.59
C -1.84 -3.39 1.34
O -1.56 -2.51 0.25
C -2.03 -3.04 -1.00
H 0.94 0.24 4.83
H 1.84 0.68 3.36
H 2.34 -0.74 4.27
H -0.90 -2.21 3.82
H 0.45 -2.03 4.93
H 0.68 -4.23 3.74
H 1.97 -3.12 3.24
H -0.77 -4.93 2.42
H -0.37 -4.83 0.70
H -2.09 -2.78 2.20
H -2.72 -4.01 1.12
H -1.54 -3.99 -1.23
H -1.80 -2.32 -1.78
H -3.11 -3.19 -0.93
S 3.38 -0.78 1.38
C 2.93 0.75 0.74
N 1.85 0.90 0.00
C 1.74 2.21 -0.49
C 0.76 2.68 -1.35
C 0.81 4.01 -1.75
C 1.82 4.86 -1.29
C 2.81 4.40 -0.45
C 2.76 3.06 -0.06
S 3.86 2.19 0.98
H -0.04 2.04 -1.70
H 0.05 4.39 -2.41
H 1.83 5.90 -1.60
H 3.59 5.06 -0.09
N 2.56 -3.18 -0.44
C 2.85 -2.58 -1.75
C 3.53 -3.56 -2.72
C 3.94 -3.09 -4.12
C 4.88 -1.88 -4.17
N 4.11 -0.66 -3.93
C 4.61 0.50 -3.54
N 3.79 1.46 -3.11
N 5.93 0.70 -3.53
C 1.57 -1.92 -2.27
O 1.54 -1.33 -3.35
O 0.58 -1.96 -1.45
H 3.43 -3.36 0.05
H 2.08 -4.07 -0.55
H 3.53 -1.74 -1.55
H 2.88 -4.43 -2.84
H 4.42 -3.93 -2.20
H 3.07 -2.88 -4.74
H 4.46 -3.92 -4.60
H 5.35 -1.83 -5.15
H 5.67 -1.98 -3.42
H 3.09 -0.78 -3.92
H 2.79 1.33 -3.12
H 4.11 2.41 -2.98
H 6.55 0.05 -3.99
H 6.32 1.58 -3.24
F -0.91 7.01 2.61
C 0.05 6.25 2.07
F 0.40 6.83 0.90
F 1.12 6.29 2.87
C -0.43 4.84 1.83
C 0.26 3.77 2.35
C -0.16 2.48 2.05
C -1.27 2.26 1.24
C -1.98 3.36 0.75
C -1.56 4.64 1.05
P -1.61 0.53 0.75
C -2.53 0.68 -0.81
C -1.90 0.35 -2.00
C -2.56 0.51 -3.22
C -3.86 0.98 -3.24
C -4.51 1.31 -2.05
C -3.85 1.16 -0.85
C -4.55 1.13 -4.57
F -4.50 -0.01 -5.26
F -3.95 2.07 -5.31
F -5.83 1.48 -4.43
C -2.82 -0.08 1.97
C -3.86 -0.95 1.62
C -4.67 -1.50 2.59
C -4.45 -1.19 3.93
C -3.44 -0.32 4.30
C -2.63 0.23 3.32
C -5.34 -1.84 4.97
F -5.07 -1.41 6.20
F -6.63 -1.61 4.72
F -5.16 -3.18 4.95
H 1.14 3.92 2.97
H 0.41 1.64 2.42
H -2.84 3.22 0.11
H -2.10 5.49 0.66
H -0.89 -0.05 -2.01
H -2.05 0.25 -4.14
H -5.53 1.68 -2.08
H -4.36 1.42 0.07
H -4.03 -1.20 0.58
H -5.48 -2.16 2.32
H -3.29 -0.07 5.34
H -1.85 0.92 3.61
*
```

Its largest force on an atom is 0.76 eV/Å. As for the energy above the lowest of the compared OMol25 structures with the same formula, charge and spin: 0.474 eV. For the frontier orbital gap, the calculation gives 8.5 eV. The value obtained for the lowest unoccupied orbital energy is -4.48 eV. The value obtained for the total energy is -4275.3447 a.u.


(7)
C23H22N3OsSi | ωB97M-V with the def2-TZVPD basis set

Geometry as ORCA input:
```
! wB97M-V def2-TZVPD RIJCOSX def2/J DEFGRID3
* xyz 3 1
Os -0.82 0.67 0.02
C -1.59 -2.02 3.48
C -0.49 -2.85 3.42
C 0.44 -2.67 2.41
C 0.25 -1.66 1.48
N -0.83 -0.84 1.54
C -1.72 -1.02 2.52
C 1.19 -1.39 0.38
C 2.37 -2.05 0.11
C 3.15 -1.61 -0.96
C 2.75 -0.52 -1.73
C 1.57 0.12 -1.43
N 0.82 -0.35 -0.40
C 1.02 1.32 -2.11
C 1.64 1.94 -3.17
C 1.06 3.07 -3.74
C -0.13 3.55 -3.23
C -0.72 2.88 -2.17
N -0.16 1.79 -1.62
H -2.34 -2.12 4.25
H -0.35 -3.64 4.16
H 1.31 -3.31 2.35
H -2.58 -0.36 2.54
H 2.70 -2.88 0.71
H 4.08 -2.12 -1.19
H 3.38 -0.18 -2.55
H 2.58 1.56 -3.56
H 1.54 3.57 -4.57
H -0.62 4.42 -3.64
H -1.66 3.21 -1.75
C -1.25 1.92 1.45
Si -2.69 -0.49 -0.70
C -2.29 -1.66 -2.07
C -4.35 -0.40 -0.06
C -5.28 -1.32 -0.61
C -6.60 -1.31 -0.18
C -7.00 -0.39 0.79
C -6.10 0.52 1.33
C -4.79 0.52 0.91
H -1.63 1.66 2.43
H -2.13 2.00 0.67
H -0.67 2.85 1.44
H -2.42 -2.69 -1.72
H -1.27 -1.55 -2.44
H -2.98 -1.50 -2.90
H -4.98 -2.03 -1.36
H -7.31 -2.01 -0.59
H -8.03 -0.38 1.12
H -6.43 1.24 2.08
H -4.10 1.25 1.34
*
```

Its largest force on an atom is 0.09 eV/Å. As for the energy above the lowest of the compared OMol25 structures with the same formula, charge and spin: 0.000 eV. For the frontier orbital gap, the calculation gives 6.7 eV. The value obtained for the lowest unoccupied orbital energy is -11.21 eV. The value obtained for the total energy is -1433.1229 a.u.


(8)
C12H12F3N3OS | ωB97M-V with the def2-TZVPD basis set

Geometry as ORCA input:
```
! wB97M-V def2-TZVPD RIJCOSX def2/J DEFGRID3
* xyz 0 1
O -4.45 -3.10 0.72
C -3.50 -2.45 1.07
C -2.87 -2.69 2.36
C -1.70 -2.02 2.73
C -1.05 -2.14 4.10
F -1.16 -0.94 4.74
F 0.24 -2.52 3.99
F -1.69 -3.10 4.84
C -1.13 -1.21 1.66
S 0.49 -0.55 1.54
C 0.04 0.04 -0.08
N 0.90 0.73 -0.96
C 0.38 1.21 -2.28
C 1.03 2.54 -2.57
C 2.53 2.52 -2.56
C 3.02 2.05 -1.20
C 2.38 0.69 -0.76
N -1.16 -0.21 -0.47
C -1.82 -0.90 0.51
N -3.06 -1.45 0.20
H -3.37 -3.43 2.95
H -0.70 1.38 -2.32
H 0.59 0.51 -3.12
H 0.66 3.29 -1.87
H 0.66 2.81 -3.55
H 2.93 3.51 -2.77
H 2.88 1.83 -3.33
H 2.77 2.81 -0.50
H 4.12 1.95 -1.23
H 2.63 0.53 0.29
H 2.80 -0.11 -1.37
H -3.41 -1.57 -0.77
*
```

Its largest force on an atom is 2.93 eV/Å. For the frontier orbital gap, the calculation gives 7.9 eV. The value obtained for the lowest unoccupied orbital energy is 0.05 eV. The structure (SMILES) is O=c1cc(C(F)(F)F)c2sc(N3CCCCC3)nc2[nH]1. The value obtained for the total energy is -1401.8040 a.u.